1.
The following is a quantum chemistry calculation of a 6-piece molecular cluster, C44H84NO19 overall at a distorted geometry, from the Open Molecules 2025 dataset.

Frontier orbital gap in Ha: 0.2065
Max |F| in eV/A: 1.50
HOMO level in eV: -10.193

Structure (ORCA input):
```
! RIJCOSX wB97M-V def2-TZVPD def2/J DEFGRID3
* xyz 1 1
C 3.47466 4.82863 3.36373
C 2.64830 3.96345 3.38826
C 1.52606 3.02869 3.38469
C 0.25314 3.81721 3.60827
C -0.17497 4.71938 2.61640
C 0.56488 4.94690 1.31665
O 0.85586 6.06352 1.01587
O 0.88851 3.88754 0.55464
C -1.31171 5.47948 2.82029
C -2.00994 5.34088 4.00302
C -3.23156 6.18779 4.26002
C -2.86715 7.67426 4.06959
O -3.25019 8.04944 2.74169
C -2.42275 8.96982 2.15727
O -2.24244 8.93952 0.98356
N -1.58607 4.46837 4.92078
C -0.47924 3.70416 4.76764
C -0.13690 2.82731 5.90518
C -1.04121 1.92243 6.34317
H 4.00879 5.74453 3.45170
H 1.48837 2.48239 2.44400
H 1.67158 2.27210 4.15638
H 0.14830 3.25856 0.60344
H -1.66981 6.17975 2.07791
H -4.06731 5.90482 3.62594
H -3.48333 6.08637 5.31844
H -1.78369 7.78824 4.15058
H -3.32745 8.29802 4.83535
H -1.97405 9.73527 2.80481
H -2.11808 4.40453 5.78232
H 0.83045 2.94018 6.38716
H -1.54896 1.31232 5.60000
H -1.26401 1.79586 7.39496
C -5.56396 1.03445 -3.33444
O -5.37024 1.86306 -2.20538
C -4.95259 1.14837 -1.05931
C -4.05915 1.99641 -0.18262
O -2.73347 2.15802 -0.67379
C -2.54918 2.98700 -1.81921
C -2.72520 4.46565 -1.54475
O -4.09124 4.80567 -1.39844
C -4.30296 5.86100 -0.48786
H -6.42390 0.37194 -3.19160
H -5.75314 1.68018 -4.18948
H -4.66873 0.43825 -3.54300
H -4.40942 0.23777 -1.34056
H -5.84752 0.86417 -0.48847
H -3.94019 1.46928 0.76842
H -4.52259 2.95847 0.04293
H -3.16830 2.65529 -2.65227
H -1.50883 2.83161 -2.11818
H -2.32455 5.03494 -2.39279
H -2.16241 4.73509 -0.63948
H -3.84317 5.63645 0.48555
H -5.37681 5.96494 -0.34402
H -3.90187 6.80363 -0.87349
C -7.36642 -4.02113 0.73078
O -6.00721 -3.64152 0.77938
C -5.82505 -2.24848 0.94213
C -4.56034 -1.94134 1.71625
O -4.63319 -2.18812 3.11331
C -4.64654 -3.55083 3.52644
C -3.31619 -4.25145 3.35126
O -3.08396 -4.54635 1.98358
C -1.72288 -4.48881 1.61924
H -7.84465 -3.65298 -0.18328
H -7.40637 -5.10854 0.73722
H -7.91005 -3.65065 1.60710
H -6.68162 -1.80557 1.46461
H -5.74300 -1.79484 -0.05559
H -4.38384 -0.86487 1.62734
H -3.69816 -2.44345 1.27567
H -5.45401 -4.10438 3.04702
H -4.86871 -3.52479 4.59579
H -3.32894 -5.19716 3.90843
H -2.51883 -3.61486 3.75264
H -1.28524 -3.52090 1.89357
H -1.66339 -4.59595 0.53789
H -1.15790 -5.30064 2.09060
C 3.66548 -3.09611 -0.27132
O 3.25221 -2.15590 -1.23990
C 2.53297 -2.74684 -2.31183
C 1.50439 -1.78896 -2.87172
O 0.34753 -1.61901 -2.05825
C 0.49056 -0.89868 -0.84819
C 0.70304 0.58995 -1.02630
O 2.02477 0.85329 -1.45750
C 2.11198 1.97559 -2.31070
H 4.42987 -3.76751 -0.67598
H 4.08815 -2.54406 0.56704
H 2.81593 -3.68390 0.09493
H 2.02914 -3.66105 -1.98007
H 3.24766 -3.00587 -3.10365
H 1.13000 -2.21745 -3.80407
H 1.95705 -0.82879 -3.12245
H 1.26885 -1.33325 -0.21764
H -0.45942 -1.03349 -0.32295
H 0.55776 1.09889 -0.05834
H -0.02510 0.98409 -1.74343
H 1.43026 1.86994 -3.16201
H 3.12852 2.03562 -2.69465
H 1.88282 2.89527 -1.76065
C 5.42002 0.69932 -1.68419
O 5.99971 1.95390 -1.98656
C 5.95921 2.85546 -0.89557
C 7.14747 3.79322 -0.91270
O 8.36933 3.20001 -0.50312
C 8.98727 2.27240 -1.38602
C 9.60397 2.89731 -2.61829
O 8.60781 3.27000 -3.55726
C 8.95277 4.41809 -4.30090
H 4.34411 0.79170 -1.53674
H 5.60865 0.02931 -2.52162
H 5.87490 0.26060 -0.78829
H 5.94968 2.30972 0.05580
H 5.03532 3.44716 -0.97226
H 6.95425 4.57693 -0.17529
H 7.24867 4.28524 -1.88138
H 8.30548 1.46308 -1.65093
H 9.79925 1.82901 -0.80504
H 10.26273 2.16161 -3.09817
H 10.20107 3.76662 -2.32102
H 9.20518 5.25415 -3.63869
H 8.08594 4.70044 -4.89595
H 9.79372 4.21358 -4.97242
C 2.12706 -10.58065 -0.86698
O 1.59001 -9.69499 -1.82402
C 0.82239 -10.35308 -2.81887
C -0.29895 -9.46907 -3.31969
O -1.39252 -9.33930 -2.42229
C -1.20289 -8.56615 -1.24751
C -1.11418 -7.07453 -1.48775
O 0.14598 -6.71824 -2.03645
C 0.06848 -5.62136 -2.91972
H 2.89314 -11.22458 -1.31281
H 2.58312 -9.98166 -0.08035
H 1.34170 -11.19905 -0.41776
H 0.39495 -11.28215 -2.42475
H 1.48647 -10.59858 -3.65805
H -0.71913 -9.94825 -4.20690
H 0.07653 -8.49344 -3.63227
H -0.35006 -8.92545 -0.66931
H -2.09618 -8.74520 -0.64418
H -1.22275 -6.55296 -0.52850
H -1.92881 -6.76776 -2.15313
H -0.67088 -5.80301 -3.70784
H 1.04558 -5.50351 -3.38728
H -0.18488 -4.69803 -2.38405
*
```

***

2.
The following is a quantum chemistry calculation of a 18-piece molecular cluster, C44H87BrCl34N4O2P overall at a distorted geometry, from the Open Molecules 2025 dataset.

Frontier orbital gap in Ha: 0.3038
Max |F| in eV/A: 2.82
HOMO level in eV: -11.714

Structure (ORCA input):
```
! RIJCOSX wB97M-V def2-TZVPD def2/J DEFGRID3
* xyz 1 1
C -2.03668 -0.41226 3.30316
C -1.95180 -1.31065 2.31095
N -0.89162 -1.41561 1.32421
C -0.42176 -0.11035 0.77334
C 0.92321 -0.31491 0.01224
C 1.28190 -1.76990 -0.33301
C 2.83531 -1.81038 -0.52657
C 3.37551 -0.79152 -1.55388
C 4.43153 0.17174 -0.96181
C 4.38475 1.55091 -1.62755
C 4.95040 2.71015 -0.80461
C 4.31663 2.84296 0.60861
C 3.76684 4.25764 0.90486
C 2.26380 4.14275 1.19741
C 1.61875 5.41574 1.75506
C 0.39467 5.10899 2.66324
C -0.91637 5.19399 1.88947
C -1.03959 4.04280 0.85621
C -0.88814 4.51734 -0.58610
C -0.49375 3.40497 -1.55991
C -0.66599 3.90940 -3.01532
C -0.96762 2.77206 -4.02099
C 0.16705 2.59446 -5.06400
C 0.68613 1.15047 -5.07616
C 0.69530 -2.30150 -1.64882
C -0.83772 -2.38598 -1.72004
C -1.39744 -3.73863 -1.29033
N -2.53316 -3.71173 -0.39916
O -0.94981 -4.80608 -1.67657
N 0.99641 -2.74021 0.78878
C 0.24097 -2.09171 1.75959
N 0.66887 -2.11957 2.97461
P 2.13326 -2.99794 3.56232
O 1.97173 -4.51615 3.06843
Br 1.61397 -3.15125 5.72732
H -2.93171 0.16329 3.48993
H -1.18585 -0.17377 3.97478
H -2.77882 -2.01117 2.22409
H -0.27934 0.65664 1.52579
H -1.16855 0.22045 0.05666
H 0.85326 0.25281 -0.90783
H 1.70496 0.16689 0.59791
H 3.23898 -1.63693 0.47065
H 3.07592 -2.82498 -0.84193
H 3.89839 -1.38405 -2.30197
H 2.59731 -0.25584 -2.08710
H 4.34751 0.20947 0.12108
H 5.41150 -0.25366 -1.16941
H 5.02524 1.47558 -2.50928
H 3.39746 1.80931 -2.01094
H 4.76156 3.63972 -1.35048
H 6.03142 2.64595 -0.68921
H 5.09840 2.62137 1.33345
H 3.52318 2.11054 0.73164
H 3.93029 4.90483 0.05154
H 4.27244 4.71993 1.74998
H 1.78633 3.93892 0.23708
H 2.10164 3.27064 1.83202
H 2.31532 6.05886 2.28450
H 1.22019 5.96349 0.90429
H 0.43847 5.83934 3.46718
H 0.49417 4.11115 3.09256
H -0.96459 6.15963 1.39890
H -1.77119 5.16771 2.56175
H -2.04626 3.64214 0.98817
H -0.32799 3.26546 1.12072
H -0.18430 5.33988 -0.69543
H -1.86085 4.89038 -0.90042
H 0.57456 3.20044 -1.46371
H -1.07080 2.49163 -1.42976
H -1.45194 4.66211 -3.02920
H 0.24934 4.42945 -3.28726
H -1.90183 2.97925 -4.52719
H -1.01427 1.84183 -3.45704
H -0.21897 2.88259 -6.04319
H 1.00852 3.25201 -4.85391
H 1.35465 0.95446 -4.24178
H -0.17606 0.49084 -4.98691
H 1.15607 0.91241 -6.02682
H 1.05520 -1.69815 -2.47342
H 1.08185 -3.31482 -1.76307
H -1.10835 -2.27394 -2.77130
H -1.36643 -1.59987 -1.19429
H -3.02523 -2.83295 -0.54968
H -2.19323 -3.67410 0.55564
H 0.50228 -3.56116 0.45064
H 0.15194 -1.59945 3.67964
H 2.66579 -4.60667 2.38748
C -5.85881 -4.58797 0.49275
Cl -7.50390 -3.93617 0.40507
Cl -5.12787 -4.30828 2.08664
H -5.89488 -5.65856 0.30006
H -5.24643 -4.10136 -0.25547
C -0.64832 1.80012 6.99264
Cl -1.24290 0.52273 5.90007
Cl -1.20995 3.38764 6.49509
H -1.01479 1.59634 7.99211
H 0.43139 1.78798 6.97992
C -3.03804 8.56719 -0.10158
Cl -2.53200 8.80592 -1.77754
Cl -3.84634 7.00660 0.11474
H -2.16115 8.60278 0.52837
H -3.72774 9.35613 0.17229
C -4.95991 -8.49369 -1.51328
Cl -5.87171 -9.98865 -1.29085
Cl -6.01041 -7.06946 -1.44747
H -4.21985 -8.41621 -0.72617
H -4.47392 -8.52189 -2.48059
C -2.02006 0.70468 -8.04559
Cl -2.31022 -0.61011 -6.90330
Cl -2.19461 2.28899 -7.27898
H -1.01280 0.61464 -8.43415
H -2.74072 0.62661 -8.85125
C -2.43768 7.70897 4.71354
Cl -3.77823 8.70579 5.28255
Cl -2.19256 7.87022 2.96807
H -1.53169 8.01875 5.22124
H -2.65537 6.67094 4.93649
C 2.47251 4.86329 7.06474
Cl 1.95295 3.57228 5.95724
Cl 1.76608 6.41747 6.62480
H 2.15038 4.60743 8.07337
H 3.54935 4.94651 7.02382
C -6.08213 -2.21831 -7.49600
Cl -5.11667 -1.46595 -8.76833
Cl -7.02440 -3.58152 -8.10817
H -5.41541 -2.57951 -6.72187
H -6.76203 -1.47873 -7.09107
C 4.71480 -6.18477 0.19092
Cl 3.96009 -4.59620 0.49863
Cl 3.73692 -7.15542 -0.90572
H 5.70262 -6.03340 -0.25954
H 4.81442 -6.71197 1.13347
C 1.59896 4.46649 11.54388
Cl 1.91807 5.47177 10.12364
Cl 0.95755 2.88298 11.08619
H 2.52621 4.32324 12.08477
H 0.87294 4.96992 12.17023
C -7.31220 -12.71403 1.33075
Cl -6.89167 -14.39725 0.99687
Cl -7.24856 -12.35710 3.06073
H -6.60772 -12.07058 0.81723
H -8.31739 -12.52772 0.97283
C 7.62287 -8.68620 -0.56815
Cl 7.42422 -6.99278 -1.05380
Cl 7.77736 -8.84212 1.18295
H 6.75179 -9.24234 -0.89381
H 8.51680 -9.07728 -1.03777
C -4.98454 -6.36570 -6.90676
Cl -4.11374 -5.08089 -6.05503
Cl -4.23542 -7.94205 -6.65010
H -6.00246 -6.39828 -6.53884
H -4.97694 -6.14495 -7.96666
C 7.14718 5.41936 -1.63605
Cl 5.48403 6.00061 -1.77510
Cl 7.88353 5.90789 -0.10729
H 7.14022 4.33770 -1.68843
H 7.72764 5.83055 -2.45272
C 5.93562 6.44211 9.61426
Cl 5.42738 5.15562 8.50768
Cl 5.22186 7.99372 9.17474
H 5.61696 6.18118 10.61606
H 7.01450 6.52689 9.57372
C -2.64613 -8.78307 -10.18760
Cl -3.86723 -7.50747 -10.10079
Cl -2.21653 -9.16456 -11.85677
H -1.75804 -8.44769 -9.66628
H -3.04326 -9.67398 -9.71656
C -4.28015 0.07785 -0.35462
Cl -3.64381 0.75264 -1.85887
Cl -5.09803 -1.46827 -0.61833
H -3.45567 -0.07963 0.33125
H -4.99018 0.77695 0.07136
*
```

***

3.
The following is a quantum chemistry calculation of a 11-piece molecular cluster, C44H87F6N14O10S2 overall at a distorted geometry, from the Open Molecules 2025 dataset.

Frontier orbital gap in Ha: 0.1808
Max |F| in eV/A: 6.42
HOMO level in eV: -20.438

Structure (ORCA input):
```
! RIJCOSX wB97M-V def2-TZVPD def2/J DEFGRID3
* xyz 7 1
C 3.55928 -0.96687 2.33888
C 2.50257 -1.51499 3.29127
O 1.39135 -1.04706 3.30316
N 2.86060 -2.69395 4.17690
H 2.02328 -3.25524 4.23992
H 3.58378 -3.25544 3.75047
C 3.48608 -2.21149 5.49505
H 4.21984 -1.83175 2.27775
H 4.07327 -0.16718 2.87219
H 3.11821 -0.78816 1.35825
H 3.44915 -3.07601 6.15787
H 2.81325 -1.51425 5.99431
H 4.50074 -1.82949 5.38260
C -5.92344 -1.94712 -3.94702
C -4.56847 -2.37038 -3.43362
O -4.46488 -3.25360 -2.65378
N -3.42246 -1.62290 -4.02668
H -3.43349 -2.10821 -4.91238
H -3.66744 -0.64601 -4.10267
C -2.10704 -1.81777 -3.27871
H -6.60567 -2.77371 -3.74845
H -5.81073 -2.01170 -5.02925
H -6.33033 -0.98690 -3.62999
H -1.94406 -2.79701 -2.82857
H -1.91927 -1.13413 -2.45077
H -1.36838 -1.47436 -4.00296
C 3.67740 -3.35758 -1.74736
C 5.14028 -3.82800 -1.88953
O 5.40470 -5.03595 -2.03195
N 6.29943 -2.84891 -1.79968
H 6.85025 -3.17566 -2.58067
H 5.85627 -1.95406 -1.95111
C 7.22124 -3.01128 -0.59221
H 3.21279 -3.22596 -2.72455
H 3.64570 -2.42696 -1.18077
H 3.15599 -4.05914 -1.09616
H 6.57613 -2.81505 0.26419
H 7.98917 -2.31362 -0.92635
H 7.67062 -4.00434 -0.59348
C -3.84176 3.07605 -0.40729
C -3.90426 1.74169 0.35736
O -3.52526 1.61320 1.54903
N -4.70239 0.68331 -0.46473
H -5.70828 0.76861 -0.49610
H -4.58015 0.78659 -1.46197
C -4.53778 -0.71301 0.14305
H -3.84385 3.87925 0.32956
H -4.68441 3.21445 -1.08470
H -2.87351 3.36583 -0.81547
H -3.58271 -1.21227 -0.02029
H -5.29096 -1.25880 -0.42523
H -4.73260 -0.75663 1.21461
C -2.32481 7.69853 4.86497
C -1.84115 6.83782 3.72026
N -1.23961 5.60297 4.15012
C -0.33323 5.38650 5.20379
C -0.05612 3.99573 5.23399
N -0.74869 3.36449 4.24352
C -1.51489 4.35088 3.61596
C -0.69756 1.97784 3.91988
H -3.10120 7.24741 5.48289
H -2.75746 8.63641 4.51669
H -1.59319 8.08325 5.57549
H -1.16658 7.47879 3.15262
H -2.52481 6.57498 2.91303
H -0.06751 6.26003 5.78062
H 0.48453 3.49687 6.02472
H -2.24679 4.25678 2.82737
H 0.19804 1.72007 3.35459
H -1.53854 1.61294 3.33022
H -0.50762 1.48106 4.87132
C -4.74272 1.10427 5.69378
C -4.64950 -0.39278 5.81650
N -3.75129 -1.13127 4.96788
C -2.35312 -1.04262 4.96320
C -1.91465 -1.79767 3.87103
N -2.97668 -2.62122 3.50862
C -4.10113 -2.11234 4.09812
C -2.89472 -3.74761 2.57320
H -5.12973 1.26334 4.68729
H -3.78558 1.60209 5.84918
H -5.42647 1.62465 6.36444
H -5.58879 -0.93340 5.70003
H -4.45566 -0.63585 6.86122
H -1.85155 -0.39199 5.66427
H -0.95056 -1.97652 3.41831
H -5.05814 -2.56503 3.88455
H -3.83769 -4.10762 2.16175
H -2.42781 -4.61403 3.04159
H -2.22170 -3.50330 1.75133
C 1.77340 1.71136 -3.75839
C 1.81397 1.69649 -5.31835
N 1.07816 0.60636 -5.87079
C 0.76117 -0.60164 -5.23560
C 0.15623 -1.46203 -6.19149
N 0.01523 -0.65580 -7.34218
C 0.54687 0.56902 -7.17811
C -0.62196 -1.14294 -8.56495
H 2.23604 0.78101 -3.42895
H 0.73578 1.82632 -3.44500
H 2.25099 2.57668 -3.29879
H 2.84724 1.52561 -5.62041
H 1.39350 2.66879 -5.57511
H 1.06466 -0.73579 -4.20784
H -0.34778 -2.41666 -6.22402
H 0.50650 1.32847 -7.94492
H -0.97419 -0.24552 -9.07353
H -1.40202 -1.83847 -8.25535
H 0.03478 -1.69921 -9.23381
C 1.30927 5.69221 -3.18770
C 0.24938 5.68254 -2.08624
N 0.72129 5.29731 -0.74573
C 1.04511 4.01008 -0.31274
C 1.52310 4.06936 0.97858
N 1.58310 5.36378 1.35965
C 1.06559 6.10091 0.28791
C 2.03158 5.83242 2.65115
H 0.94965 6.29337 -4.02280
H 1.58803 4.73462 -3.62750
H 2.29770 6.11159 -3.00004
H -0.61836 5.10576 -2.40636
H -0.16986 6.68777 -2.04338
H 0.85075 3.17338 -0.96738
H 1.81220 3.35839 1.73842
H 0.94273 7.17245 0.23202
H 1.23929 5.94778 3.39080
H 2.55577 6.78519 2.57673
H 2.62279 5.07076 3.15954
C -0.89293 -4.79632 -4.02583
C -1.25952 -5.58244 -2.69985
N -0.12117 -5.60704 -1.81628
C 0.99115 -6.44449 -1.91578
C 1.68272 -6.28060 -0.73606
N 0.87253 -5.66855 0.25650
C -0.26107 -5.34911 -0.47436
C 1.11792 -5.50247 1.68334
H -1.74858 -4.93823 -4.68599
H -0.02937 -5.14702 -4.59096
H -0.54955 -3.77033 -3.89338
H -1.58471 -6.54190 -3.10205
H -2.15855 -5.10184 -2.31405
H 1.26227 -6.91513 -2.84927
H 2.70658 -6.51445 -0.48424
H -1.12520 -4.89144 -0.01587
H 2.14265 -5.85310 1.80608
H 0.50661 -6.13060 2.33132
H 1.06478 -4.47496 2.04321
C 0.02000 0.02419 0.21038
F 1.09978 0.75475 0.46935
F -0.89110 -0.07042 1.22017
F -0.67697 0.72434 -0.74125
S 0.35843 -1.76860 -0.51444
O 1.35100 -2.40218 0.36678
O -0.99072 -2.37140 -0.32709
O 0.91763 -1.60068 -1.83047
C 4.74984 1.99705 -0.07354
F 3.69463 1.40621 0.47123
F 4.37603 2.46762 -1.26903
F 5.10943 3.01425 0.69577
S 6.19813 0.76428 -0.27033
O 7.39222 1.57167 -0.55538
O 6.16914 -0.01764 1.01336
O 5.82516 -0.08573 -1.40970
*
```